A:
Formula: F6H24O12P
Source: the Open Molecules 2025 dataset
Level of theory: the ωB97M-V functional and the def2-TZVPD basis

```
43
Properties=species:S:1:pos:R:3
P -0.47637 -0.01586 0.24882
F 1.04542 0.55759 0.30698
F -0.66749 0.15381 1.83426
F -1.06933 1.48658 -0.00679
F -1.92549 -0.67691 0.12888
F -0.42826 -0.13829 -1.39667
F 0.28851 -1.45065 0.38174
O 4.11168 0.79148 -1.75571
H 4.08771 0.49977 -2.67280
H 3.65921 0.08995 -1.25896
O -4.04798 -1.48259 2.16811
H -4.93984 -1.17534 2.35170
H -3.74636 -0.93395 1.43450
O 3.24666 -1.03305 0.31777
H 3.34583 -0.94980 1.26939
H 2.30583 -0.85640 0.15493
O -0.92417 -3.73349 -0.66786
H -1.69725 -3.59923 -0.11189
H -0.18798 -3.40440 -0.14133
O 0.37882 -2.61219 -3.09986
H 0.68855 -3.39229 -2.63144
H 0.11919 -2.00539 -2.39584
O 0.14622 -2.15482 3.81521
H -0.80695 -2.18005 3.94779
H 0.31485 -1.25104 3.52813
O -3.06362 2.41022 1.88457
H -2.60526 3.07853 2.39987
H -2.36219 1.84776 1.52857
O 0.22411 3.69660 1.14195
H -0.04472 3.70303 2.06437
H -0.00789 2.80239 0.83557
O -3.04972 1.67012 -1.99610
H -2.73313 0.83507 -2.35384
H -2.32868 1.95706 -1.41865
O -0.10742 4.30103 -1.68307
H -0.08698 3.83891 -0.83609
H 0.55685 3.83247 -2.21450
O 1.98782 -3.84298 0.62318
H 2.83876 -4.25632 0.78999
H 1.91951 -3.14950 1.28745
O 2.04582 2.63583 -2.53442
H 2.43371 1.90363 -2.02170
H 1.56197 2.20270 -3.24621
```

As for the total charge: -1. The value obtained for the LUMO energy is 2.5 eV. The HOMO energy comes out at -7.70 eV.


B:
Formula: F6H24O12P
Source: the Open Molecules 2025 dataset
Level of theory: the ωB97M-V functional and the def2-TZVPD basis

```
43
Properties=species:S:1:pos:R:3
P -0.36176 -0.01228 -0.25109
F -0.16528 1.37386 0.60361
F 1.25505 -0.18615 -0.41895
F -0.28260 -0.83008 1.18796
F -0.58695 -1.41146 -1.01259
F -2.02627 0.10346 -0.08428
F -0.41751 0.88674 -1.60748
O 1.03077 -2.43099 -2.82301
H 1.67655 -1.83219 -3.19803
H 0.42902 -1.86376 -2.34097
O -1.98399 -0.90884 2.99540
H -1.44789 -0.40469 2.38331
H -1.35130 -1.33806 3.57133
O -4.38161 -1.18231 -0.11451
H -4.92267 -1.26844 -0.89941
H -3.48428 -1.14009 -0.44504
O -0.41084 0.12587 -4.01979
H 0.36400 0.09661 -4.58103
H -0.10185 0.52095 -3.20452
O 1.55576 0.94943 2.81599
H 0.70155 0.81285 2.40622
H 1.37496 1.51921 3.56359
O -4.87313 1.23721 1.35498
H -4.82332 0.49145 0.75698
H -5.32570 0.89636 2.12649
O 4.34998 -0.29225 -0.86400
H 3.79897 0.43652 -0.57849
H 5.01229 0.11269 -1.42401
O -2.86468 2.65819 -0.14001
H -2.71772 2.89441 0.77587
H -2.56723 1.75067 -0.20449
O 3.59513 -1.39385 1.79050
H 3.63598 -0.75122 1.08227
H 3.02647 -0.99158 2.44704
O -0.11735 -3.54431 1.12770
H -0.10584 -2.65746 0.76769
H -1.03655 -3.80812 1.08655
O 3.05634 1.88815 0.52085
H 2.29308 1.59227 1.01696
H 3.35355 2.67214 0.98265
O 2.14697 1.52254 -2.63851
H 1.84704 2.42418 -2.75389
H 1.85287 1.28238 -1.75984
```

As for the total charge: -1. The value obtained for the LUMO energy is 2.4 eV. The HOMO energy comes out at -7.66 eV.


Result of the stability comparison: A is the most stable of them.


A:
Formula: CH3BrOS
Source: the Open Molecules 2025 dataset
Level of theory: the ωB97M-V functional and the def2-TZVPD basis

```
7
Properties=species:S:1:pos:R:3
C -0.74169 0.32288 0.10589
O 0.81949 -1.80071 -0.38389
S 0.79716 -0.61771 0.53293
Br 2.31433 0.89335 -0.31266
H -1.42298 -0.54470 -0.09642
H -0.70454 0.92678 -0.91030
H -1.06178 0.82011 1.06445
```

The value obtained for the LUMO energy is -0.7 eV. The HOMO energy comes out at -9.98 eV.


B:
Formula: CH3BrOS
Source: the Open Molecules 2025 dataset
Level of theory: the ωB97M-V functional and the def2-TZVPD basis

```
7
Properties=species:S:1:pos:R:3
C 0.62739 0.43288 0.41889
O 1.26402 -0.15465 -0.57017
S -2.33915 -2.03601 -0.51802
Br -2.03505 -0.03143 0.00990
H 1.56466 0.48784 -1.17916
H 0.60342 1.55363 0.59747
H 0.31471 -0.25226 1.24109
```

The value obtained for the LUMO energy (alpha / beta) is -0.1 / -1.8 eV. The HOMO energy (alpha / beta) comes out at -8.06 / -7.37 eV.


Result of the stability comparison: A is the most stable of them.


A:
Formula: C3H15NO3
Source: the Open Molecules 2025 dataset
Level of theory: the ωB97M-V functional and the def2-TZVPD basis

```
22
Properties=species:S:1:pos:R:3
C 2.99170 1.46628 0.16021
N -1.75318 -0.00999 -0.06825
C -2.67917 -0.60456 -0.94668
C -2.32902 0.60855 1.06775
H 3.50956 2.35752 -0.18990
H 2.91225 1.41640 1.24109
H 2.00411 1.37181 -0.27749
H -2.19284 -1.01446 -1.82549
H -3.25237 -1.39185 -0.43000
H -3.46957 0.08483 -1.28999
H -1.52462 0.87039 1.75704
H -3.05479 -0.08208 1.52139
H -2.91364 1.52293 0.89379
H -0.08217 -0.15033 -0.88161
H 1.14379 -0.78986 -1.57699
O 0.48525 -0.06026 -1.65446
H -0.07008 -0.88573 1.20873
H 3.53287 0.59517 -0.20032
O 0.78598 -0.70157 1.59938
H 2.14371 -2.24098 -0.70144
H 1.46866 -0.97781 0.89092
O 2.34358 -1.38442 -0.29768
```

The value obtained for the LUMO energy is -5.1 eV. The HOMO energy comes out at -8.57 eV.


B:
Formula: C3H15NO3
Source: the Open Molecules 2025 dataset
Level of theory: the ωB97M-V functional and the def2-TZVPD basis

```
22
Properties=species:S:1:pos:R:3
C 0.82696 1.69310 0.16492
N 1.44520 0.40811 -0.11644
C 2.84168 0.31076 0.23855
C 1.22876 0.04157 -1.52387
H 1.12048 1.90448 1.20905
H 1.11166 2.62490 -0.32010
H -0.27319 1.63864 0.24352
H 3.13389 -0.75370 0.22181
H 2.95001 0.69289 1.25680
H 3.50875 0.89559 -0.43213
H 1.64074 -0.93095 -1.82369
H 0.15986 -0.03810 -1.76812
H 1.53678 0.84762 -2.24222
O -2.70729 0.81616 -0.94433
H -2.64298 0.56058 -1.86045
H -2.48811 0.03359 -0.42499
O -0.13116 -1.29225 1.32314
H 0.41521 -2.06935 1.27671
H -0.07389 -0.76736 0.49971
O -2.75654 -1.64870 0.74838
H -1.88020 -1.55428 1.19524
H -3.28644 -1.26117 1.44485
```

The value obtained for the LUMO energy is 0.7 eV. As for the SMILES: CN(C)C.O.O.O. The HOMO energy comes out at -8.96 eV.


Result of the stability comparison: B is the most stable of them.


A:
Formula: C3H15NO3
Source: the Open Molecules 2025 dataset
Level of theory: the ωB97M-V functional and the def2-TZVPD basis

```
22
Properties=species:S:1:pos:R:3
C 2.09270 1.82693 0.03160
C 0.90642 1.37000 1.00994
C 0.37316 2.68478 1.52051
N -0.18819 0.60066 0.38466
H 2.54184 2.75682 0.38111
H 2.82904 0.98780 -0.08798
H 1.70257 2.14171 -0.93938
H 0.95404 0.70970 1.89800
H -0.38354 2.62624 2.32635
H 1.12314 3.33552 2.03847
H -0.10125 3.19573 0.67180
H 0.09368 -0.36544 0.23352
H -0.68858 1.00775 -0.40706
O 0.60760 -6.47183 -1.81577
H 1.56484 -6.39605 -1.65118
H 0.27842 -5.60667 -1.61179
O -3.20036 2.33590 -0.49404
H -3.42199 2.55388 -1.39627
H -3.38435 1.38039 -0.25095
O -0.97209 -3.32912 -0.91996
H -1.21126 -3.17756 0.02349
H -1.51583 -4.16715 -0.94509
```

The value obtained for the LUMO energy is 0.4 eV. As for the SMILES: CC(C)N.O.O.O. The HOMO energy comes out at -8.88 eV.


B:
Formula: C3H15NO3
Source: the Open Molecules 2025 dataset
Level of theory: the ωB97M-V functional and the def2-TZVPD basis

```
22
Properties=species:S:1:pos:R:3
C 2.23518 -1.18321 -0.86979
C 2.09730 -0.37299 0.40167
C 2.81114 0.97182 0.15428
N 0.63211 -0.07701 0.81336
H 3.32207 -1.30297 -1.07048
H 1.81589 -2.14064 -0.89994
H 1.84584 -0.52153 -1.60955
H 2.39447 -0.76112 1.47509
H 2.77335 1.59997 1.07319
H 3.82404 0.80580 -0.16166
H 2.24695 1.57520 -0.53294
H 0.19414 -0.96837 0.89665
H 0.08203 0.49572 0.17521
O -3.11339 -2.52971 -1.89722
H -2.84035 -2.09153 -2.59717
H -3.99111 -2.86293 -1.93559
O -1.44461 5.60590 1.31057
H -1.45187 4.55005 1.17105
H -2.43488 5.87641 0.95636
O -1.79926 -2.52664 0.49118
H -1.52983 -2.51945 -0.45610
H -2.67914 -2.08567 0.46916
```

The value obtained for the LUMO energy is 0.4 eV. As for the SMILES: CC(C)N.O.O.O. The HOMO energy comes out at -8.95 eV.


C:
Formula: C3H15NO3
Source: the Open Molecules 2025 dataset
Level of theory: the ωB97M-V functional and the def2-TZVPD basis

```
22
Properties=species:S:1:pos:R:3
C 1.62023 0.90159 1.10120
C 0.27630 0.24378 0.85985
C 0.26293 -0.70921 -0.36032
N -0.34408 -2.02356 -0.13573
H 2.21992 1.18698 0.24009
H 2.24331 0.48230 1.88248
H 1.44437 1.90758 1.52474
H -0.17098 -0.18672 1.75205
H -0.39480 1.04780 0.53875
H 1.18930 -0.86950 -0.90713
H -0.32293 -0.22924 -1.14626
H -1.27118 -1.91113 0.25755
H 0.15628 -2.52380 0.59585
O -3.17077 1.81630 -1.48280
H -2.35571 2.30973 -1.58246
H -3.16874 1.51827 -0.56944
O -2.96701 -0.25534 4.39619
H -2.57258 -1.01557 3.95945
H -3.91270 -0.41157 4.45661
O 3.54614 -0.75851 -5.14531
H 4.41286 -0.57653 -5.51844
H 3.27983 0.05634 -4.71691
```

The value obtained for the LUMO energy is 0.4 eV. As for the SMILES: CCCN.O.O.O. The HOMO energy comes out at -9.30 eV.


Result of the stability comparison: C is the most stable of them.